{"formula": "C5H10O4", "method": "wB97M-V/def2-TZVPD", "symbols": ["C", "C", "O", "C", "O", "C", "O", "C", "O", "H", "H", "H", "H", "H", "H", "H", "H", "H", "H"], "coordinates": [[-0.61, -2.27, -0.34], [0.66, -1.32, -0.82], [1.12, -1.75, -2.15], [0.05, 0.23, -0.89], [-0.75, 0.39, 0.34], [-1.09, 1.80, 0.60], [-0.67, 2.17, 1.97], [0.79, 2.16, 2.13], [1.70, 2.25, 1.16], [-1.61, -1.88, -0.84], [-0.40, -3.38, -0.67], [-0.71, -2.17, 0.83], [1.55, -1.30, -0.04], [1.45, -2.71, -2.05], [0.96, 0.95, -0.98], [-0.62, 0.32, -1.86], [-0.73, 2.55, -0.23], [-2.28, 1.86, 0.60], [1.21, 2.09, 3.25]], "nbo_charge": [-0.66, 0.09, -0.74, -0.11, -0.57, 0.20, -0.53, 0.62, -0.59, 0.22, 0.21, 0.23, 0.17, 0.47, 0.21, 0.18, 0.19, 0.19, 0.18], "smiles": "C[C@@H](O)COCOC=O", "total_energy_ha": -497.3398, "fmax_ev_per_a": 8.42, "gap_ev": 10.855, "lumo_energy_ev": 0.579, "relative_energy_kcal_mol": 105.78, "homo_ha": -0.3776}

{"formula": "C4H11NO", "method": "wB97M-V/def2-TZVPD", "symbols": ["C", "C", "O", "N", "H", "H", "H", "H", "H", "C", "C", "H", "H", "H", "H", "H", "H"], "coordinates": [[2.56, -0.67, -0.86], [1.78, -0.22, 0.28], [1.29, 0.88, 0.42], [1.45, -1.26, 1.26], [3.29, 0.14, -1.27], [1.96, -0.80, -1.74], [1.09, -1.08, 2.07], [1.76, -2.26, 0.97], [2.98, -1.66, -0.81], [-2.01, 1.26, -0.64], [-2.46, 0.37, 0.51], [-1.01, 1.61, -0.50], [-2.22, 0.91, -1.63], [-2.48, 2.18, -0.46], [-2.52, -0.67, 0.21], [-1.97, 0.58, 1.39], [-3.49, 0.67, 0.81]], "nbo_charge": [-0.74, 0.68, -0.59, -0.84, 0.26, 0.25, 0.38, 0.38, 0.22, -0.62, -0.60, 0.23, 0.20, 0.20, 0.20, 0.21, 0.19], "smiles": "CC(N)=O.CC", "total_energy_ha": -288.9634, "fmax_ev_per_a": 10.48, "gap_ev": 10.848, "lumo_energy_ev": 0.818, "relative_energy_kcal_mol": 33.63, "homo_ha": -0.3686}

{"formula": "BF4H28O14", "method": "wB97M-V/def2-TZVPD", "symbols": ["B", "F", "F", "F", "F", "O", "H", "H", "O", "H", "H", "O", "H", "H", "O", "H", "H", "O", "H", "H", "O", "H", "H", "O", "H", "H", "O", "H", "H", "O", "H", "H", "O", "H", "H", "O", "H", "H", "O", "H", "H", "O", "H", "H", "O", "H", "H"], "coordinates": [[-0.17, -0.22, -0.66], [0.43, 0.93, -0.27], [0.46, -0.57, -1.84], [-0.09, -1.22, 0.30], [-1.48, 0.01, -0.97], [-1.82, -2.60, -1.73], [-1.68, -2.06, -2.46], [-1.92, -2.09, -0.94], [-2.21, -0.28, 2.37], [-2.96, -0.19, 2.95], [-2.41, -0.91, 1.69], [0.15, -2.25, 2.71], [0.10, -2.10, 1.79], [-0.61, -1.82, 3.06], [-0.27, 3.56, -0.73], [-0.18, 4.36, -0.16], [0.13, 2.79, -0.24], [0.49, 0.68, 3.17], [-0.37, 0.45, 2.77], [0.22, 1.19, 3.91], [1.63, 2.87, 1.68], [0.86, 2.45, 2.04], [1.34, 3.71, 1.32], [2.52, -0.46, 2.05], [1.62, -0.05, 2.15], [3.02, -0.04, 1.36], [-1.04, -1.36, -4.19], [-0.40, -0.75, -3.77], [-0.61, -1.61, -4.97], [-3.23, 1.20, 0.29], [-2.48, 0.80, -0.18], [-3.26, 0.83, 1.14], [0.49, -3.83, -1.15], [-0.29, -3.26, -1.43], [0.32, -4.06, -0.28], [2.37, 1.76, -2.04], [2.82, 1.55, -1.25], [1.58, 1.26, -2.00], [3.64, 1.46, 0.35], [2.92, 1.80, 0.84], [4.41, 1.79, 0.89], [2.50, -2.53, 0.21], [1.71, -2.62, -0.29], [2.53, -1.78, 0.81], [-3.99, 0.94, -2.89], [-3.19, 1.27, -3.38], [-3.63, 0.98, -2.03]], "nbo_charge": [1.33, -0.56, -0.56, -0.58, -0.55, -0.95, 0.50, 0.48, -0.96, 0.48, 0.50, -0.94, 0.48, 0.45, -0.95, 0.44, 0.50, -0.95, 0.50, 0.47, -0.96, 0.49, 0.47, -0.99, 0.50, 0.48, -0.96, 0.50, 0.47, -0.99, 0.49, 0.45, -0.98, 0.50, 0.46, -0.97, 0.48, 0.47, -0.96, 0.50, 0.48, -1.02, 0.49, 0.49, -0.94, 0.46, 0.48], "charge": -1, "total_energy_ha": -1494.7893, "fmax_ev_per_a": 3.35, "gap_ev": 8.561, "lumo_energy_ev": 1.837, "relative_energy_kcal_mol": 32.38, "homo_ha": -0.2471}

{"formula": "C68H173N15O24", "method": "wB97M-V/def2-TZVPD", "symbols": ["C", "O", "C", "C", "N", "C", "C", "O", "C", "H", "H", "H", "H", "H", "H", "H", "H", "H", "H", "H", "H", "H", "H", "H", "C", "O", "C", "C", "N", "C", "C", "O", "C", "H", "H", "H", "H", "H", "H", "H", "H", "H", "H", "H", "H", "H", "H", "H", "C", "O", "C", "C", "N", "C", "C", "O", "C", "H", "H", "H", "H", "H", "H", "H", "H", "H", "H", "H", "H", "H", "H", "H", "C", "O", "C", "C", "N", "C", "C", "O", "C", "H", "H", "H", "H", "H", "H", "H", "H", "H", "H", "H", "H", "H", "H", "H", "C", "O", "C", "C", "N", "C", "C", "O", "C", "H", "H", "H", "H", "H", "H", "H", "H", "H", "H", "H", "H", "H", "H", "H", "C", "O", "C", "C", "N", "C", "C", "O", "C", "H", "H", "H", "H", "H", "H", "H", "H", "H", "H", "H", "H", "H", "H", "H", "C", "O", "C", "C", "N", "C", "C", "O", "C", "H", "H", "H", "H", "H", "H", "H", "H", "H", "H", "H", "H", "H", "H", "H", "C", "O", "C", "C", "N", "C", "C", "O", "C", "H", "H", "H", "H", "H", "H", "H", "H", "H", "H", "H", "H", "H", "H", "H", "C", "O", "C", "C", "N", "C", "C", "O", "C", "H", "H", "H", "H", "H", "H", "H", "H", "H", "H", "H", "H", "H", "H", "H", "C", "O", "C", "C", "N", "C", "C", "O", "C", "H", "H", "H", "H", "H", "H", "H", "H", "H", "H", "H", "H", "H", "H", "H", "C", "O", "C", "C", "N", "C", "C", "O", "C", "H", "H", "H", "H", "H", "H", "H", "H", "H", "H", "H", "H", "H", "H", "H", "C", "O", "N", "N", "H", "H", "H", "H", "C", "O", "N", "N", "H", "H", "H", "H"], "coordinates": [[-1.04, 4.43, 5.85], [-1.19, 3.88, 4.56], [-0.17, 4.31, 3.66], [-0.66, 3.96, 2.29], [-1.68, 4.91, 1.88], [-2.22, 4.69, 0.56], [-3.29, 3.60, 0.57], [-3.83, 3.55, -0.74], [-4.89, 2.63, -0.87], [-0.97, 5.52, 5.76], [-0.16, 4.05, 6.39], [-1.95, 4.26, 6.41], [0.77, 3.79, 3.92], [-0.03, 5.39, 3.76], [-1.07, 2.93, 2.32], [0.14, 3.91, 1.56], [-2.40, 4.96, 2.59], [-1.39, 4.44, -0.11], [-2.62, 5.60, 0.11], [-4.07, 3.84, 1.31], [-2.87, 2.61, 0.82], [-5.21, 2.58, -1.91], [-5.74, 2.88, -0.23], [-4.59, 1.60, -0.61], [-0.48, -3.78, 7.55], [-1.00, -2.48, 7.40], [-2.35, -2.43, 6.95], [-3.21, -2.18, 8.16], [-4.61, -2.46, 7.94], [-5.22, -1.79, 6.78], [-6.73, -1.89, 6.86], [-7.19, -1.40, 8.08], [-8.59, -1.34, 8.15], [-0.22, -4.26, 6.60], [-1.22, -4.43, 8.04], [0.40, -3.72, 8.18], [-2.65, -3.33, 6.40], [-2.37, -1.59, 6.24], [-3.02, -1.17, 8.57], [-2.92, -2.85, 8.98], [-5.21, -2.28, 8.73], [-4.84, -2.30, 5.89], [-4.92, -0.73, 6.72], [-7.06, -2.89, 6.54], [-7.09, -1.29, 6.01], [-9.11, -2.30, 8.01], [-9.00, -0.66, 7.40], [-8.82, -0.97, 9.14], [2.91, -4.84, 3.56], [4.24, -4.71, 4.02], [4.89, -3.56, 3.51], [5.42, -3.84, 2.11], [6.22, -2.77, 1.53], [7.58, -2.71, 2.05], [8.39, -3.97, 1.80], [8.49, -4.79, 2.95], [8.53, -6.18, 2.68], [2.22, -4.46, 4.32], [2.67, -5.90, 3.44], [2.70, -4.41, 2.58], [5.69, -3.37, 4.23], [4.27, -2.66, 3.47], [4.57, -3.99, 1.45], [5.91, -4.82, 2.11], [6.20, -2.87, 0.53], [7.61, -2.35, 3.07], [8.12, -1.95, 1.47], [9.43, -3.77, 1.50], [7.99, -4.50, 0.92], [8.77, -6.69, 3.60], [9.28, -6.39, 1.91], [7.56, -6.51, 2.29], [3.91, -2.35, 9.55], [3.63, -2.18, 8.19], [4.69, -1.62, 7.44], [4.20, -1.27, 6.05], [3.02, -0.44, 5.94], [3.30, 0.90, 6.47], [2.17, 1.91, 6.31], [1.17, 1.73, 7.30], [0.07, 1.02, 6.77], [2.95, -2.54, 10.03], [4.36, -1.46, 10.01], [4.61, -3.16, 9.76], [5.55, -2.30, 7.43], [5.03, -0.71, 7.96], [3.98, -2.23, 5.58], [5.07, -0.90, 5.50], [2.32, -0.78, 6.58], [4.21, 1.39, 6.10], [3.39, 0.86, 7.56], [1.79, 1.94, 5.28], [2.52, 2.94, 6.39], [-0.74, 0.97, 7.49], [0.41, 0.01, 6.53], [-0.39, 1.45, 5.87], [2.65, -2.25, -5.65], [1.69, -1.83, -4.72], [1.73, -2.49, -3.48], [2.80, -1.93, -2.54], [2.61, -0.53, -2.18], [3.06, 0.45, -3.17], [3.11, 1.83, -2.54], [3.22, 2.82, -3.55], [2.90, 4.13, -3.10], [2.73, -1.48, -6.42], [2.32, -3.12, -6.24], [3.66, -2.33, -5.24], [1.86, -3.58, -3.52], [0.75, -2.33, -3.03], [3.74, -2.16, -3.06], [2.77, -2.47, -1.59], [1.62, -0.37, -2.04], [2.41, 0.52, -4.06], [4.05, 0.19, -3.55], [3.97, 1.98, -1.87], [2.16, 1.95, -2.01], [3.75, 4.54, -2.54], [1.96, 4.13, -2.55], [2.84, 4.71, -4.02], [-8.37, -1.73, -6.05], [-7.80, -2.84, -6.71], [-7.24, -2.55, -7.98], [-6.05, -1.61, -7.89], [-5.01, -2.24, -7.06], [-3.78, -1.45, -7.03], [-3.94, -0.37, -5.98], [-4.28, -0.96, -4.72], [-4.25, -0.09, -3.64], [-8.92, -1.10, -6.77], [-7.63, -1.04, -5.62], [-9.07, -2.15, -5.34], [-7.99, -2.03, -8.59], [-6.99, -3.53, -8.39], [-6.39, -0.69, -7.40], [-5.67, -1.35, -8.87], [-5.38, -2.26, -6.12], [-3.54, -0.96, -7.98], [-2.88, -2.04, -6.83], [-4.67, 0.42, -6.20], [-3.02, 0.21, -5.77], [-4.42, -0.65, -2.71], [-4.94, 0.75, -3.72], [-3.27, 0.37, -3.41], [-0.39, -9.70, -7.63], [-0.72, -8.38, -7.25], [-1.96, -8.27, -6.59], [-1.93, -7.01, -5.75], [-1.61, -5.85, -6.55], [-1.11, -4.71, -5.81], [-2.13, -4.14, -4.84], [-1.49, -3.19, -4.03], [-2.08, -2.81, -2.80], [-1.26, -10.25, -8.02], [0.00, -10.25, -6.76], [0.32, -9.64, -8.44], [-2.15, -9.10, -5.90], [-2.77, -8.28, -7.33], [-1.13, -7.15, -5.00], [-2.87, -6.88, -5.22], [-1.04, -6.05, -7.35], [-0.79, -3.97, -6.56], [-0.17, -4.92, -5.28], [-2.44, -4.95, -4.17], [-2.92, -3.71, -5.46], [-2.07, -3.64, -2.08], [-3.03, -2.37, -3.08], [-1.43, -2.06, -2.36], [-0.50, -1.30, 3.88], [0.16, -1.26, 2.63], [1.36, -0.53, 2.64], [1.96, -0.41, 1.27], [1.30, 0.49, 0.32], [-0.12, 0.35, 0.11], [-0.60, 1.27, -0.98], [-0.08, 0.86, -2.22], [-0.38, 1.73, -3.27], [-0.51, -0.27, 4.26], [0.08, -1.90, 4.58], [-1.54, -1.58, 3.75], [2.10, -1.01, 3.29], [1.24, 0.47, 3.10], [2.04, -1.41, 0.81], [2.94, 0.06, 1.36], [1.85, 0.64, -0.51], [-0.65, 0.69, 1.01], [-0.46, -0.69, -0.05], [-0.47, 2.34, -0.76], [-1.71, 1.24, -0.98], [-0.07, 2.76, -3.06], [-1.45, 1.74, -3.51], [0.15, 1.45, -4.18], [-0.40, -0.55, -6.56], [-1.07, 0.26, -7.51], [-1.13, 1.62, -7.12], [-1.89, 2.28, -8.27], [-1.87, 3.74, -8.21], [-0.58, 4.35, -8.45], [-0.74, 5.85, -8.53], [-1.34, 6.21, -9.75], [-1.37, 7.60, -10.02], [-0.74, -0.38, -5.53], [0.66, -0.26, -6.52], [-0.54, -1.61, -6.74], [-0.10, 2.01, -7.08], [-1.60, 1.74, -6.14], [-2.93, 1.97, -8.17], [-1.46, 1.91, -9.21], [-2.61, 4.18, -8.72], [-0.02, 3.97, -9.31], [0.09, 4.23, -7.58], [0.22, 6.38, -8.42], [-1.36, 6.19, -7.69], [-0.34, 7.94, -10.13], [-1.77, 8.16, -9.16], [-1.99, 7.75, -10.89], [9.81, 4.92, -0.83], [9.26, 3.65, -1.03], [9.67, 2.71, -0.06], [9.09, 1.36, -0.40], [7.64, 1.36, -0.54], [6.86, 1.83, 0.61], [7.15, 1.07, 1.89], [6.56, 1.73, 2.99], [5.20, 1.43, 3.20], [10.91, 4.88, -0.72], [9.43, 5.40, 0.09], [9.60, 5.51, -1.72], [9.39, 3.04, 0.95], [10.77, 2.68, -0.12], [9.36, 0.60, 0.33], [9.50, 1.05, -1.36], [7.34, 1.80, -1.39], [5.82, 1.72, 0.29], [7.04, 2.91, 0.75], [8.23, 0.98, 2.02], [6.83, 0.03, 1.81], [4.64, 1.51, 2.27], [4.81, 2.09, 3.97], [5.16, 0.41, 3.61], [-3.41, 0.28, 2.43], [-3.93, 1.44, 3.01], [-3.66, 1.48, 4.39], [-4.26, 2.69, 5.11], [-4.17, 3.89, 4.28], [-4.92, 5.00, 4.85], [-4.68, 6.26, 4.05], [-3.34, 6.65, 4.21], [-3.02, 7.90, 3.67], [-3.78, 0.14, 1.42], [-3.66, -0.64, 3.00], [-2.31, 0.32, 2.45], [-2.58, 1.38, 4.54], [-4.12, 0.60, 4.87], [-3.66, 2.79, 6.02], [-5.29, 2.48, 5.40], [-3.21, 4.23, 4.34], [-4.64, 5.24, 5.90], [-5.99, 4.78, 4.86], [-5.42, 7.02, 4.31], [-4.89, 6.01, 2.99], [-3.28, 7.93, 2.60], [-1.94, 8.01, 3.70], [-3.51, 8.74, 4.17], [-3.01, 3.81, -4.62], [-3.62, 2.84, -5.04], [-2.31, 4.66, -5.44], [-2.83, 4.04, -3.28], [-1.96, 5.55, -5.13], [-2.20, 4.30, -6.39], [-2.46, 4.93, -2.99], [-3.34, 3.48, -2.61], [-1.54, -3.96, 1.01], [-2.08, -4.94, 0.54], [-2.05, -2.69, 0.88], [-0.31, -4.00, 1.62], [-3.04, -2.73, 0.74], [-1.57, -1.92, 1.32], [0.12, -4.90, 1.76], [0.02, -3.20, 2.13]], "lowdin_charge": [-0.09, -0.23, -0.19, -0.20, -0.04, -0.19, -0.19, -0.24, -0.10, 0.09, 0.09, 0.08, 0.12, 0.13, 0.11, 0.12, 0.08, 0.11, 0.12, 0.12, 0.10, 0.08, 0.10, 0.08, -0.11, -0.21, -0.23, -0.21, -0.06, -0.21, -0.26, -0.18, -0.11, 0.08, 0.09, 0.08, 0.13, 0.11, 0.12, 0.12, 0.10, 0.12, 0.11, 0.13, 0.12, 0.09, 0.09, 0.09, -0.12, -0.17, -0.23, -0.21, -0.05, -0.20, -0.23, -0.20, -0.11, 0.08, 0.09, 0.07, 0.12, 0.11, 0.12, 0.11, 0.11, 0.12, 0.10, 0.12, 0.12, 0.09, 0.09, 0.08, -0.12, -0.19, -0.23, -0.22, -0.01, -0.20, -0.23, -0.17, -0.11, 0.09, 0.09, 0.09, 0.13, 0.12, 0.10, 0.11, 0.10, 0.11, 0.12, 0.11, 0.12, 0.09, 0.07, 0.07, -0.11, -0.20, -0.21, -0.19, -0.05, -0.19, -0.22, -0.20, -0.11, 0.08, 0.09, 0.08, 0.13, 0.10, 0.11, 0.11, 0.07, 0.11, 0.13, 0.12, 0.09, 0.09, 0.08, 0.09, -0.11, -0.19, -0.22, -0.21, -0.03, -0.18, -0.19, -0.20, -0.14, 0.09, 0.08, 0.09, 0.12, 0.12, 0.10, 0.12, 0.09, 0.12, 0.09, 0.12, 0.09, 0.08, 0.08, 0.08, -0.11, -0.20, -0.23, -0.23, -0.06, -0.21, -0.21, -0.21, -0.08, 0.09, 0.09, 0.09, 0.12, 0.13, 0.13, 0.12, 0.10, 0.11, 0.12, 0.12, 0.11, 0.09, 0.07, 0.07, -0.09, -0.25, -0.22, -0.18, -0.04, -0.20, -0.22, -0.19, -0.09, 0.07, 0.10, 0.08, 0.11, 0.12, 0.12, 0.11, 0.05, 0.09, 0.11, 0.12, 0.12, 0.09, 0.07, 0.08, -0.10, -0.20, -0.22, -0.17, -0.08, -0.21, -0.25, -0.19, -0.11, 0.08, 0.08, 0.08, 0.12, 0.09, 0.12, 0.12, 0.13, 0.13, 0.12, 0.13, 0.12, 0.09, 0.09, 0.09, -0.12, -0.19, -0.24, -0.21, -0.06, -0.20, -0.23, -0.18, -0.09, 0.09, 0.09, 0.09, 0.12, 0.12, 0.10, 0.12, 0.10, 0.11, 0.12, 0.11, 0.11, 0.08, 0.08, 0.08, -0.13, -0.18, -0.22, -0.18, -0.03, -0.21, -0.24, -0.21, -0.11, 0.08, 0.09, 0.07, 0.11, 0.11, 0.11, 0.12, 0.06, 0.12, 0.12, 0.13, 0.12, 0.09, 0.09, 0.09, -0.66, 0.01, 0.16, 0.17, 0.09, 0.05, 0.10, 0.06, -0.68, 0.02, 0.17, 0.17, 0.10, 0.05, 0.10, 0.06], "total_energy_ha": -5321.3058, "fmax_ev_per_a": 2.11, "gap_ev": 8.384, "lumo_energy_ev": 0.436, "relative_energy_kcal_mol": 0.00, "homo_ha": -0.2921}